Record 1
C22H26BrHfN4O3 | ωB97M-V/def2-TZVPD

HOMO-LUMO gap: 4.94 eV
LUMO level: -11.00 eV

The geometry in ORCA input format:
```
! RIJCOSX wB97M-V def2-TZVPD def2/J DEFGRID3
* xyz 3 1
Hf 0.953 0.251 -0.339
O -0.043 -0.723 4.960
C -0.196 0.653 4.853
C -0.731 1.376 5.903
C -0.963 2.735 5.747
C -0.675 3.367 4.545
C -0.169 2.635 3.483
C 0.076 1.276 3.637
C 0.489 0.402 2.498
O 1.004 1.118 1.339
N -0.684 -0.298 2.002
N -0.430 -1.004 0.816
C -1.275 -1.942 0.452
C -1.233 -2.568 -0.796
Br 0.049 -1.782 -2.017
C -2.028 -3.572 -1.306
C -2.898 -4.438 -0.603
C -2.783 -4.734 0.777
C -3.702 -5.556 1.381
C -4.751 -6.097 0.632
C -4.861 -5.851 -0.734
C -3.929 -5.052 -1.356
H 0.867 -0.951 5.188
H -0.953 0.867 6.832
H -1.371 3.304 6.571
H -0.851 4.427 4.435
H 0.053 3.123 2.543
H 1.293 -0.297 2.764
H -1.180 -0.822 2.720
H -2.084 -2.222 1.122
H -2.003 -3.708 -2.384
H -1.922 -4.396 1.339
H -3.599 -5.815 2.426
H -5.469 -6.746 1.117
H -5.661 -6.300 -1.305
H -3.995 -4.865 -2.420
C 0.169 2.284 -2.327
N 1.465 2.537 -2.913
C 1.558 3.599 -3.942
C 2.776 3.341 -4.804
C 4.011 3.192 -3.940
N 3.774 2.189 -2.879
C 4.939 1.512 -2.284
C 2.566 1.912 -2.470
O 2.383 0.990 -1.545
H -0.425 3.196 -2.415
H 0.161 2.206 -1.204
H -0.389 1.466 -2.797
H 1.610 4.570 -3.444
H 0.648 3.564 -4.539
H 2.913 4.168 -5.499
H 2.627 2.437 -5.398
H 4.299 4.131 -3.464
H 4.854 2.837 -4.530
H 5.828 2.051 -2.596
H 5.007 0.483 -2.633
H 4.881 1.540 -1.199
*
```

Record 2
C5H6N | ωB97M-V/def2-TZVPD

ΔE to the lowest compared entry with this formula, charge and spin: 9.5439 eV
HOMO-LUMO gap (alpha / beta): 8.07 / 7.33 eV
LUMO level (alpha / beta): -7.03 / -8.11 eV

The geometry in ORCA input format:
```
! RIJCOSX wB97M-V def2-TZVPD def2/J DEFGRID3
* xyz 1 1
C 2.880 -0.084 -0.361
C -1.508 -2.195 0.073
C 1.728 -0.247 -0.160
C -1.067 -1.059 0.157
C -0.794 1.327 -0.139
N -0.425 0.077 0.461
H 3.848 -0.208 -0.797
H -2.261 -2.884 0.041
H -1.246 2.017 0.568
H 0.196 1.903 -0.259
H -1.364 1.295 -0.996
H 0.013 0.056 1.414
*
```

Record 3
C25H57BN16O10S | ωB97M-V/def2-TZVPD

SMILES: COCCCCCCCCc1cc(B(C)O)c(COC)c2nsnc12.NC(N)=O.NC(N)=O.NC(N)=O.NC(N)=O.NC(N)=O.NC(N)=O.NC(N)=O
HOMO-LUMO gap: 7.19 eV
LUMO level: -1.54 eV

The geometry in ORCA input format:
```
! RIJCOSX wB97M-V def2-TZVPD def2/J DEFGRID3
* xyz 0 1
C -2.060 -2.937 1.249
O -1.030 -3.832 0.744
C -1.451 -4.511 -0.466
C -0.111 -4.705 -1.369
C -0.472 -4.840 -2.956
C 0.727 -4.201 -3.854
C 0.189 -2.944 -4.747
C 1.451 -1.938 -4.895
C 1.083 -0.548 -5.608
C 2.297 0.543 -5.507
C 2.542 0.859 -3.960
C 1.670 1.838 -3.141
C 1.889 2.117 -1.579
B 0.858 3.135 -0.860
C 1.228 4.309 0.199
O -0.555 3.011 -1.228
C 3.034 1.374 -0.859
C 3.323 1.543 0.701
O 3.069 0.269 1.401
C 1.659 -0.070 1.197
C 3.987 0.373 -1.643
N 5.117 -0.364 -1.077
S 5.703 -1.236 -2.450
N 4.643 -0.814 -3.748
C 3.709 0.136 -3.174
H -2.612 -3.513 2.084
H -2.771 -2.537 0.447
H -1.524 -2.029 1.716
H -2.219 -3.937 -1.095
H -1.948 -5.524 -0.204
H 0.621 -3.844 -1.168
H 0.388 -5.683 -1.015
H -0.477 -5.972 -3.195
H -1.482 -4.339 -3.207
H 1.204 -4.993 -4.546
H 1.560 -3.878 -3.129
H -0.736 -2.451 -4.280
H -0.064 -3.354 -5.788
H 1.955 -1.833 -3.876
H 2.201 -2.478 -5.597
H 0.926 -0.715 -6.746
H 0.106 -0.071 -5.234
H 2.081 1.492 -6.120
H 3.245 0.023 -5.898
H 0.810 2.367 -3.689
H 0.678 4.043 1.188
H 0.780 5.295 -0.170
H 2.345 4.347 0.428
H -0.910 3.926 -1.063
H 4.431 1.807 0.899
H 2.699 2.345 1.225
H 1.032 0.878 0.973
H 1.581 -0.777 0.296
H 1.175 -0.591 2.104
C 5.054 -1.789 4.254
O 6.250 -1.552 4.346
N 4.276 -1.262 3.275
N 4.397 -2.598 5.120
H 3.294 -1.446 3.184
H 4.723 -0.654 2.609
H 4.938 -3.010 5.863
H 3.414 -2.804 5.059
C 1.500 2.462 4.759
O 0.790 3.357 4.312
N 2.112 1.553 3.967
N 1.733 2.306 6.085
H 2.698 0.813 4.314
H 1.966 1.634 2.976
H 1.295 2.963 6.709
H 2.310 1.580 6.470
C -4.157 1.970 0.485
O -4.990 1.411 1.181
N -2.922 2.294 0.937
N -4.393 2.314 -0.806
H -2.225 2.754 0.378
H -2.705 2.054 1.891
H -5.301 2.090 -1.182
H -3.721 2.773 -1.395
C -4.517 -0.268 -3.628
O -4.148 0.765 -4.170
N -5.198 -1.236 -4.286
N -4.275 -0.532 -2.323
H -5.509 -2.090 -3.859
H -5.398 -1.076 -5.260
H -3.769 0.165 -1.799
H -4.567 -1.373 -1.858
C -3.068 4.559 -6.168
O -2.700 5.590 -6.710
N -3.749 3.589 -6.823
N -2.827 4.291 -4.862
H -4.059 2.735 -6.393
H -3.950 3.747 -7.797
H -2.322 4.986 -4.336
H -3.122 3.447 -4.400
C -2.582 4.654 6.888
O -3.682 4.913 7.351
N -1.444 4.723 7.624
N -2.399 4.274 5.601
H -0.532 4.515 7.262
H -1.537 5.002 8.587
H -3.220 4.211 5.021
H -1.502 4.057 5.202
C 0.578 -4.307 5.890
O 1.303 -3.429 5.441
N -0.629 -4.043 6.443
N 0.920 -5.617 5.871
H -1.239 -4.748 6.817
H -0.919 -3.079 6.475
H 1.812 -5.853 5.467
H 0.340 -6.352 6.234
*
```

Record 4
C5H14N2O2Si | ωB97M-V/def2-TZVPD

SMILES: C[Si](C)(C)/N=[N+](\[O-])O.C=C
ΔE to the lowest compared entry with this formula, charge and spin: 4.8375 eV
HOMO-LUMO gap: 10.51 eV
LUMO level: 0.66 eV

The geometry in ORCA input format:
```
! RIJCOSX wB97M-V def2-TZVPD def2/J DEFGRID3
* xyz 0 1
C 1.820 -2.427 -1.219
C -1.856 -0.063 -0.687
C -0.882 2.657 0.711
C 0.850 1.348 -1.589
C 3.159 -2.555 -1.060
N 0.632 0.031 0.841
N 0.533 -0.276 2.034
O 1.331 -1.480 2.416
O -0.027 0.207 2.944
Si -0.340 1.077 -0.189
H 1.100 -2.992 -0.596
H 1.906 -1.640 1.576
H 1.581 -2.065 -2.190
H -2.104 -0.413 0.291
H -2.663 0.490 -1.153
H -1.464 -0.834 -1.340
H -0.671 3.481 0.037
H -2.018 2.691 0.738
H -0.447 2.736 1.669
H 1.115 2.444 -1.614
H 1.778 0.817 -1.656
H 0.356 1.307 -2.523
H 3.607 -3.130 -0.223
H 3.817 -1.965 -1.584
*
```

Record 5
C15H27MgN5O7P2 | ωB97M-V/def2-TZVPD

HOMO-LUMO gap: 8.80 eV
LUMO level: 0.23 eV

The geometry in ORCA input format:
```
! RIJCOSX wB97M-V def2-TZVPD def2/J DEFGRID3
* xyz 0 1
Mg 0.585 -0.477 0.005
O -1.537 -2.792 -2.099
C -0.725 -1.923 -1.830
O 0.364 -2.026 -1.148
C -0.856 -0.477 -2.378
C -1.161 -0.077 -3.669
C -0.737 1.185 -4.079
C 0.057 1.968 -3.245
C 0.308 1.497 -1.967
N -0.255 0.371 -1.552
C 1.487 1.881 -1.051
O 1.892 3.028 -0.963
O 1.986 0.822 -0.501
H -1.660 -0.753 -4.349
H -0.942 1.518 -5.088
H 0.519 2.884 -3.587
C -1.405 -4.087 2.507
N -0.779 -2.999 3.256
C 0.005 -3.405 4.410
P -0.829 -1.499 2.599
O -0.739 -1.455 1.127
O 0.458 -0.812 3.323
P 1.204 0.470 2.618
O 0.319 0.983 1.550
N 1.446 1.557 3.820
C 0.624 2.756 3.906
C 2.091 1.128 5.054
N 2.696 -0.191 2.336
C 2.761 -1.449 1.579
C 3.780 0.753 1.999
N -2.190 -0.734 3.122
C -2.413 -0.598 4.552
C -2.780 0.326 2.306
H -2.161 -4.587 3.117
H -0.655 -4.822 2.205
H -1.873 -3.696 1.605
H -0.633 -3.919 5.134
H 0.454 -2.540 4.890
H 0.803 -4.093 4.114
H 0.200 2.971 2.928
H 1.243 3.602 4.210
H -0.184 2.638 4.636
H 2.659 0.220 4.869
H 1.355 0.931 5.841
H 2.773 1.906 5.404
H 2.103 -2.194 2.028
H 3.783 -1.818 1.624
H 2.500 -1.334 0.515
H 3.657 1.667 2.575
H 3.777 1.008 0.940
H 4.731 0.290 2.271
H -2.032 -1.476 5.073
H -3.486 -0.527 4.738
H -1.929 0.298 4.959
H -2.603 0.117 1.255
H -2.365 1.310 2.546
H -3.856 0.345 2.485
*
```

Record 6
C5H12NO2 | ωB97M-V/def2-TZVPD

ΔE to the lowest compared entry with this formula, charge and spin: 2.9725 eV
HOMO-LUMO gap: 10.25 eV
LUMO level: -3.99 eV

The geometry in ORCA input format:
```
! RIJCOSX wB97M-V def2-TZVPD def2/J DEFGRID3
* xyz 1 1
O -0.572 1.800 -0.745
C 0.637 1.870 -0.850
C 1.521 0.631 -0.975
C 1.098 -0.718 -0.469
C -0.355 -1.075 -0.913
C -2.303 -1.030 0.496
N -1.529 -0.457 -0.299
H 1.292 2.768 -0.832
H 1.675 0.654 -2.067
H 2.542 0.975 -0.584
H 1.806 -1.404 -0.999
H 1.444 -0.925 0.517
H -0.436 -1.242 -2.005
H -0.344 -2.240 -0.516
H -3.252 -0.581 1.029
H -2.101 -2.197 0.866
H -1.690 0.655 -0.612
H 0.758 0.308 3.200
H -0.070 1.588 2.859
O -0.118 0.620 2.898
*
```

Number 1: total energy -3919.76304 hartree. Number 2: total energy -248.26496 hartree. Number 3: total energy -3038.39211 hartree. Number 4: total energy -748.24859 hartree. Number 5: total energy -2271.38226 hartree. Number 6: total energy -402.61260 hartree.